Entry 1:
This record from OMol25 describes a structure of composition C5H8N2 at a distorted geometry. The level of theory is wB97M-V/def2-TZVPD.

Summary:
gap between HOMO and LUMO	8.89	eV
relative energy (zero: lowest compared OMol25 entry of this formula, charge and spin)	108.8	kcal per mole
calculated total energy	-8290.2796	eV

Atoms and positions in Å:
C -0.6956 2.1751 -1.4144
N 0.3239 0.9252 -0.3831
C 0.0858 0.9833 0.9751
C 0.0061 -0.2846 1.4583
C 0.2056 -1.1929 0.3582
N 0.1375 -2.5899 0.4603
C 0.3993 -0.4275 -0.7581
H 0.5969 1.9801 -0.9182
H -1.0031 1.4175 -2.1505
H -1.5698 2.3098 -0.7549
H 0.0106 1.9486 1.4619
H -0.1777 -0.5680 2.4845
H 0.5132 -2.9334 1.3366
H 0.5796 -3.0753 -0.3118
H 0.5932 -0.7184 -1.7810

Entry 2:
This record from OMol25 describes an isolated molecule of C5H8N2. The level of theory is wB97M-V/def2-TZVPD.

Summary:
gap between HOMO and LUMO	10.62	eV
relative energy (zero: lowest compared OMol25 entry of this formula, charge and spin)	22.5	kcal per mole
calculated total energy	-8294.0213	eV

Atoms and positions in Å:
C 2.0371 0.6648 -0.1660
N 0.0072 1.4226 -0.8239
C 0.6761 1.1529 0.4386
N -0.0258 0.0739 1.1271
C -0.8433 -0.3928 0.2530
C -1.7604 -1.5583 0.4483
C -0.7587 0.4133 -0.9840
H 2.1672 0.9865 -1.2102
H 2.8697 1.0503 0.4130
H 2.0180 -0.4270 -0.1603
H 0.8170 2.0105 1.1098
H -1.2844 -2.3355 1.0494
H -2.6712 -1.2395 0.9664
H -2.0597 -1.9848 -0.5140
H -1.1888 0.1632 -1.9472

Entry 3:
This record from OMol25 describes an isolated molecule of C5H8N2 at a distorted geometry. The level of theory is wB97M-V/def2-TZVPD.

Summary:
gap between HOMO and LUMO	10.77	eV
relative energy (zero: lowest compared OMol25 entry of this formula, charge and spin)	38.3	kcal per mole
calculated total energy	-8293.3350	eV

Atoms and positions in Å:
C 1.5849 -0.8425 -0.7348
C 0.1457 -0.3703 -0.6427
C -0.6048 -0.4858 0.6465
C 0.0217 -1.1867 1.7502
N 0.5312 -1.8572 2.5435
N -0.0951 0.7932 0.1942
C -1.1268 1.7870 -0.0958
H 2.0999 -0.7291 0.2244
H 1.6421 -1.9005 -1.0168
H 2.1358 -0.2633 -1.4824
H -0.4583 -0.5389 -1.5372
H -1.6868 -0.6172 0.6027
H -2.1082 1.3603 -0.3626
H -0.8164 2.4625 -0.8979
H -1.2650 2.3886 0.8087

Entry 4:
This record from OMol25 describes an isolated molecule of C5H8N2 at a distorted geometry. The level of theory is wB97M-V/def2-TZVPD.

Summary:
gap between HOMO and LUMO	10.34	eV
relative energy (zero: lowest compared OMol25 entry of this formula, charge and spin)	79.8	kcal per mole
calculated total energy	-8291.5351	eV

Atoms and positions in Å:
C -0.9833 0.5249 1.2207
C -0.4842 -0.4866 0.2538
C -0.5110 -0.0357 -1.2060
N 0.8111 -0.5660 -1.4914
C 1.3124 -0.7022 -0.1445
C 1.6330 0.4333 0.6696
N 1.4270 1.3078 1.4075
H -0.9310 1.5970 0.9927
H -1.9468 0.1118 0.7569
H -0.9612 0.3156 2.2964
H -0.8213 -1.4814 0.5227
H -0.5760 1.0650 -1.2558
H -1.2844 -0.4467 -1.8636
H 1.3472 -0.0536 -2.1761
H 1.9686 -1.5832 0.0170

Entry 5:
This record from OMol25 describes a structure of composition C5H8N2 at a distorted geometry. The level of theory is wB97M-V/def2-TZVPD.

Summary:
gap between HOMO and LUMO (spin up / spin down)	7.97 / 7.97	eV
relative energy (zero: lowest compared OMol25 entry of this formula, charge and spin)	114.8	kcal per mole
calculated total energy	-8290.0165	eV

Atoms and positions in Å:
C 1.7388 -0.3227 -0.6716
C 0.9759 0.4779 0.3203
C -0.2072 1.2195 -0.2751
N -1.2238 0.9579 0.7464
C -0.9230 -0.4052 1.1278
C -1.2023 -1.4477 0.1546
N -1.3527 -2.2428 -0.6784
H 1.1363 -1.1688 -1.0512
H 1.9142 0.3126 -1.5530
H 2.6944 -0.7014 -0.2980
H 0.3530 -0.1953 1.2875
H -0.5093 0.8357 -1.2705
H 0.0269 2.2871 -0.3894
H -2.1748 1.0810 0.4160
H -1.2464 -0.6878 2.1346

Entry 6:
This record from OMol25 describes an isolated molecule of C5H8N2 at a distorted geometry. The level of theory is wB97M-V/def2-TZVPD.

Summary:
gap between HOMO and LUMO	10.07	eV
relative energy (zero: lowest compared OMol25 entry of this formula, charge and spin)	116.5	kcal per mole
calculated total energy	-8289.9439	eV

Atoms and positions in Å:
C 1.2149 -0.4430 -0.0428
C -0.1907 1.5748 -0.0873
C -0.8728 0.2649 -0.5340
C -1.5983 -1.0355 -0.0023
C -0.2235 -0.7620 0.3865
H 1.6822 -1.9478 -0.1759
H 1.9904 1.5776 0.1164
H -0.0159 2.2369 -0.8764
H -0.6881 1.9838 0.7889
H -0.3437 -0.1625 -1.5032
H -2.1547 -0.8305 0.9589
H -1.8834 -1.8733 -0.5491
H -0.3824 -0.4871 1.4218
N 2.2810 -1.0915 -0.1884
N 1.1849 0.9952 0.2868

Entry 7:
This record from OMol25 describes a structure of composition C5H8N2 at a distorted geometry. The level of theory is wB97M-V/def2-TZVPD.

Summary:
gap between HOMO and LUMO	7.80	eV
relative energy (zero: lowest compared OMol25 entry of this formula, charge and spin)	78.8	kcal per mole
calculated total energy	-8291.5787	eV

Atoms and positions in Å:
C -1.4543 1.8606 0.7949
C -1.0436 0.4581 0.2985
C -0.1712 0.3064 -0.7230
C 0.7604 -0.7499 -0.6949
N 1.7073 -1.0893 -1.6929
C 0.5581 -1.5160 0.4264
N -0.3030 -1.0067 1.3240
H -0.7340 2.1585 1.5599
H -1.3991 2.6857 0.0458
H -2.4658 1.9184 1.2000
H -0.4586 0.9602 -1.5459
H 2.5592 -1.4243 -1.2547
H 1.9518 -0.2825 -2.2502
H 1.0352 -2.5005 0.5205
H -0.5328 -1.7481 2.0161

Entry 8:
This record from OMol25 describes a cluster of 2 separate species, C5H8N2 in total. The level of theory is wB97M-V/def2-TZVPD.

Summary:
gap between HOMO and LUMO	9.33	eV
relative energy (zero: lowest compared OMol25 entry of this formula, charge and spin)	112.9	kcal per mole
calculated total energy	-8290.1000	eV

Atoms and positions in Å:
C -1.3985 1.2457 -0.5859
C -1.0992 0.1246 0.3287
C 1.9721 0.5310 -1.1296
C 2.0959 -0.2078 -0.0513
N 2.2778 -0.9020 0.9426
C -0.9475 -0.4936 1.4351
N -0.8074 -1.3438 0.1872
H -1.0825 2.2087 -0.1694
H -0.8868 1.1013 -1.5419
H -2.4799 1.2797 -0.7718
H 2.0943 1.6067 -1.0773
H 1.8088 0.0545 -2.0898
H -0.8716 -0.6088 2.5046
H 1.3995 -1.1427 1.4035
H -1.7008 -1.8335 0.0341

Entry 9:
This record from OMol25 describes a cluster of 2 separate species, C5H8N2 in total. The level of theory is wB97M-V/def2-TZVPD.

Summary:
gap between HOMO and LUMO	7.36	eV
relative energy (zero: lowest compared OMol25 entry of this formula, charge and spin)	121.1	kcal per mole
calculated total energy	-8289.7441	eV

Atoms and positions in Å:
C -0.6594 -2.1823 -0.0682
N -0.1985 -0.9950 0.0352
C 0.9744 -0.5801 0.8437
C 1.0576 0.7143 0.4560
C -0.0046 1.0430 -0.4892
C -0.2366 2.3698 -1.1272
N -0.8154 0.0490 -0.7066
H -0.0590 -3.0327 0.2456
H -1.6421 -2.3433 -0.5020
H 0.1095 -2.5984 2.2180
H 0.5885 -2.0247 2.0648
H 1.7653 1.4287 0.8617
H 0.6424 2.7062 -1.6893
H -0.4237 3.1172 -0.3487
H -1.0985 2.3282 -1.7938

Entry 10:
This record from OMol25 describes a cluster of 2 separate species, C5H8N2 in total at a distorted geometry. The level of theory is wB97M-V/def2-TZVPD.

Summary:
gap between HOMO and LUMO	8.58	eV
relative energy (zero: lowest compared OMol25 entry of this formula, charge and spin)	143.8	kcal per mole
calculated total energy	-8288.7618	eV

Atoms and positions in Å:
C -0.2845 1.4877 -0.7460
C 0.2740 -0.7971 -0.9841
C 1.0666 -1.1894 0.2018
C 1.7035 -0.1432 1.0019
N 2.2460 0.6367 1.6619
N -0.3896 -1.2259 0.0854
C -1.3207 -0.5086 0.8129
H -0.6135 2.3656 -0.1717
H 0.7785 1.6301 -0.9472
H -0.8457 1.4620 -1.6839
H 0.2469 -1.0267 -2.0413
H 1.5426 -2.1635 0.3242
H -0.8093 0.7046 0.1964
H -1.2665 -0.6571 1.8920
H -2.3286 -0.5751 0.3978

Please write out number 10 again, unchanged.
This record from OMol25 describes a cluster of 2 separate species, C5H8N2 in total at a distorted geometry. The level of theory is wB97M-V/def2-TZVPD.

Summary:
gap between HOMO and LUMO	8.58	eV
relative energy (zero: lowest compared OMol25 entry of this formula, charge and spin)	143.8	kcal per mole
calculated total energy	-8288.7618	eV

Atoms and positions in Å:
C -0.2845 1.4877 -0.7460
C 0.2740 -0.7971 -0.9841
C 1.0666 -1.1894 0.2018
C 1.7035 -0.1432 1.0019
N 2.2460 0.6367 1.6619
N -0.3896 -1.2259 0.0854
C -1.3207 -0.5086 0.8129
H -0.6135 2.3656 -0.1717
H 0.7785 1.6301 -0.9472
H -0.8457 1.4620 -1.6839
H 0.2469 -1.0267 -2.0413
H 1.5426 -2.1635 0.3242
H -0.8093 0.7046 0.1964
H -1.2665 -0.6571 1.8920
H -2.3286 -0.5751 0.3978